No. 1
The following is a DFT calculation (wB97M-V/def2-TZVPD) of 2 unconnected molecules or ions with the total composition CH3OPS.

Geometry as XYZ:
```
7
Properties=species:S:1:pos:R:3:forces:R:3
C -0.8804 -1.5211 1.1535 1.22 -1.65 0.48
O 1.3898 0.9679 -1.0699 -0.28 -0.23 3.07
P -0.1645 1.3356 -0.6809 0.01 0.63 0.54
S -2.2409 -2.2736 0.8913 0.98 0.65 0.19
H 0.1531 -2.0054 1.5093 -2.15 1.16 -0.75
H 1.5244 1.0358 -1.9648 0.66 -0.04 -3.42
H 0.2184 2.4608 0.1616 -0.43 -0.52 -0.11
```
Positions in Å, forces in eV/Å.

As for the total energy: -854.5309 Ha. As for the multiplicity: 1. The calculation puts the energy relative to the best compared isomer or geometry (same formula, charge and spin) at 89.3 kcal/mol. The highest occupied orbital energy (spin up / spin down) is -8.102 / -8.073 eV. The value obtained for the gap between HOMO and LUMO (spin up / spin down) is 0.274 / 0.274 Eh. The LUMO energy (spin up / spin down) is -0.023 / -0.022 hartree.

Here are the Löwdin charges for atoms 1 to 5, given in e:
1 C -0.644
2 O -0.485
3 P 0.727
4 S 0.576
5 H 0.019


No. 2
The following is a DFT calculation (wB97M-V/def2-TZVPD) of a molecular structure, C44H66AsEuFNOSSi.

Geometry as XYZ:
```
117
Properties=species:S:1:pos:R:3:forces:R:3
Eu -1.4031 -1.3328 -1.2252 1.93 -1.26 0.30
C -2.1967 6.6757 4.4412 -0.45 1.48 -0.41
C -0.9203 6.0979 5.0610 -1.26 -0.44 0.33
C 0.3785 6.8715 4.7645 -1.13 -2.49 -1.88
C -1.0294 4.6100 4.7118 1.42 -0.31 0.70
C -2.1089 3.8693 5.2154 1.03 -0.55 -0.83
C -2.2075 2.5100 4.9237 0.08 -0.29 -0.09
C -1.1348 1.8354 4.3173 -0.57 -1.14 -0.48
C -1.2709 0.3169 4.0874 1.14 0.62 -1.17
C -0.0651 2.5443 3.7977 -0.77 1.81 1.14
C -0.0253 3.9422 4.0128 -0.24 -0.60 -0.83
H -2.1582 7.7899 4.3537 0.03 -0.78 -0.11
H -3.1600 6.4589 4.9468 0.80 -0.12 0.11
H -2.2916 6.2084 3.4644 -0.13 0.46 -0.41
H -1.0844 6.1412 6.1398 0.31 0.03 0.20
H 0.5153 7.1711 3.7183 -0.12 -0.29 0.10
H 1.1918 6.2645 5.0805 0.93 -0.55 0.06
H 0.4154 7.7106 5.3340 -0.11 2.65 1.67
H -2.7765 4.3778 5.8603 -1.00 0.25 0.31
H -3.1242 1.9065 5.0807 0.64 0.61 0.52
H -2.1548 -0.0468 4.5867 -0.45 -0.24 -0.20
H -0.4284 -0.3025 4.4503 -0.21 0.61 0.02
H -1.2520 0.1536 2.9650 -0.39 -0.11 1.18
H 0.7297 2.0949 3.2613 0.58 -0.60 -0.40
H 0.7641 4.5028 3.5114 -0.04 -0.04 0.39
F -1.1159 -3.2060 -0.0406 -0.81 1.70 -0.80
C -1.5171 -1.2810 -6.4579 -0.63 -0.42 1.62
Si -2.6211 -0.8051 -4.9201 1.34 0.50 -0.64
C -2.2024 1.0755 -4.6576 0.19 -0.44 0.56
C -4.3916 -0.8149 -5.4960 -1.08 -1.07 -1.18
C -2.2587 -1.9683 -3.4897 -0.69 0.41 0.80
H -0.4928 -0.9862 -6.2488 0.21 0.00 -0.09
H -1.8714 -0.7971 -7.3412 -0.17 0.49 -0.65
H -1.5562 -2.3608 -6.6218 0.09 0.02 0.00
H -2.2755 1.6235 -5.6099 0.06 -0.23 0.20
H -1.1856 1.2489 -4.2298 -0.59 -0.14 -0.34
H -2.9236 1.5434 -3.9650 0.19 -0.11 -0.16
H -4.8492 -1.8041 -5.2893 0.28 0.25 -0.23
H -4.5288 -0.6406 -6.5949 0.55 -0.31 0.69
H -5.1114 -0.1272 -5.1031 -0.13 0.74 0.80
H -1.4519 -2.6722 -3.7287 -0.07 -0.07 -0.21
H -3.1527 -2.5814 -3.1532 0.73 0.52 -0.50
C 6.8119 -1.5963 -4.5884 -0.26 0.90 -0.15
C 5.7429 -2.0341 -3.6401 -0.04 0.41 2.04
C 6.0014 -2.1204 -2.2530 -1.52 -0.76 -0.18
C 4.9908 -2.5032 -1.2871 1.49 0.72 -0.43
C 5.5193 -2.8795 0.1184 0.12 0.80 -0.26
C 3.6557 -2.5061 -1.6976 -0.48 -0.48 -1.68
As 1.9487 -2.4158 -0.6877 0.04 0.23 -0.45
N 0.9947 -0.8258 -1.1451 -1.23 -1.91 0.71
C 1.3101 0.3959 -1.6435 0.66 1.09 -0.32
C 2.2737 0.6284 -2.6533 -0.42 -1.00 0.00
C 2.5364 1.9028 -3.0379 1.99 1.90 -0.93
C 1.9077 3.0570 -2.5706 -0.52 -0.25 0.33
C 0.8420 2.8286 -1.6871 0.41 0.37 -0.72
C 0.6073 1.5526 -1.1984 -0.55 -0.63 0.53
C 2.6945 -2.1922 1.1178 -0.74 1.06 0.42
C 3.2956 -1.0667 1.7021 1.06 -0.51 0.71
C 3.9396 0.0167 0.8388 -0.48 -0.26 2.70
C 3.5339 -1.0392 3.1145 0.57 0.03 -0.43
C 3.2107 -2.1482 3.9555 0.51 1.01 -1.48
C 3.4638 -2.2017 5.4372 -0.82 -0.76 -0.78
C 2.7217 -3.2637 3.2931 -0.67 -0.62 0.34
C 2.3786 -3.2589 1.9412 -0.68 -1.41 -0.11
C 1.6745 -4.5214 1.3856 -0.18 -0.16 1.90
C 3.4233 -2.6165 -3.1144 0.27 0.86 -0.03
C 2.0906 -2.9428 -3.7904 -0.99 0.07 0.99
C 4.4542 -2.3416 -4.0294 -0.64 -0.44 -0.05
H 7.7291 -1.5047 -4.0328 0.63 -0.36 -0.02
H 6.6697 -0.5654 -4.9913 -0.35 -0.74 0.14
H 6.8879 -2.2904 -5.4211 0.27 0.02 -0.09
H 6.9939 -1.8938 -1.9011 0.30 -0.21 0.20
H 6.4307 -3.5036 -0.0321 -0.56 0.58 0.21
H 4.7987 -3.4638 0.7074 0.27 0.29 -0.29
H 5.7772 -1.9434 0.6980 -0.12 -1.12 -0.48
H 2.7847 -0.1738 -3.2049 -0.24 0.21 0.74
H 3.4030 2.0729 -3.7089 -0.69 -0.27 0.16
H 2.2543 4.0638 -2.8793 -0.53 -0.83 0.15
H 0.1582 3.6354 -1.4563 0.16 0.09 0.47
H -0.1400 1.4233 -0.3838 0.43 0.04 -0.63
H 4.1449 -0.2770 -0.1408 0.21 -0.57 -1.55
H 4.8685 0.2836 1.3616 -0.20 0.32 -0.38
H 3.2476 0.8304 0.8418 -0.19 1.00 -0.27
H 4.1766 -0.1806 3.4870 -1.11 -1.03 -0.18
H 3.7633 -3.2171 5.6569 0.46 -0.23 0.24
H 2.5192 -2.1054 5.9821 0.20 0.54 0.07
H 4.2209 -1.5081 5.7270 0.31 0.53 0.49
H 2.5303 -4.2018 3.8520 0.09 0.71 -0.21
H 1.6551 -5.2840 2.2253 -0.05 0.70 -1.10
H 2.1629 -4.9398 0.5368 0.77 -0.44 -0.55
H 0.6530 -4.3635 1.0169 0.12 0.32 0.42
H 1.1469 -2.4090 -3.4593 1.29 -0.28 0.00
H 1.8355 -4.0169 -3.7216 0.28 0.38 0.02
H 2.2284 -2.6838 -4.8196 -0.20 -0.06 -0.72
H 4.2262 -2.3519 -5.0981 -0.01 -0.05 0.24
C -5.6092 0.8024 -2.1132 -0.23 -0.70 -1.30
C -5.9835 0.6154 -0.6651 0.70 -0.35 1.32
C -5.0968 1.4669 0.2660 0.27 -0.27 0.78
S -3.4689 0.8401 0.8262 -0.53 -0.70 -1.73
O -2.8047 0.4035 -0.5574 -0.71 -0.28 2.28
C -4.0272 -0.6528 1.8113 -1.41 0.91 -0.69
C -4.2797 -1.9010 0.9857 1.45 -0.36 -1.24
C -5.2448 -2.9412 1.5385 -0.34 -0.94 -0.74
H -5.8694 -0.1001 -2.7299 0.08 0.80 0.58
H -4.5210 0.9323 -2.2466 -0.56 0.13 0.10
H -6.1688 1.6508 -2.5410 0.47 -0.20 0.05
H -5.9644 -0.4253 -0.3487 0.29 -0.07 -0.14
H -6.9985 0.8648 -0.4121 -0.59 0.53 -0.32
H -5.5501 1.7892 1.2215 -0.05 -0.20 -0.43
H -4.7767 2.3474 -0.2501 0.01 0.81 -0.35
H -4.9350 -0.3386 2.3983 0.62 0.03 -0.84
H -3.2675 -0.7077 2.5373 1.08 -0.61 0.82
H -3.2931 -2.3987 0.7233 -0.81 0.27 0.91
H -4.5957 -1.6447 -0.0404 -0.23 0.15 0.51
H -5.0558 -3.2780 2.5548 0.26 0.32 0.19
H -4.9984 -3.8491 0.9069 -1.03 0.83 0.64
H -6.3377 -2.6333 1.4993 1.34 -0.41 -0.26
```
Positions in Å, forces in eV/Å.

As for the total energy: -5579.7323 Ha. As for the multiplicity: 7. The calculation puts the energy relative to the best compared isomer or geometry (same formula, charge and spin) at 17.2 kcal/mol. The highest occupied orbital energy (spin up / spin down) is -6.868 / -6.887 eV. The value obtained for the gap between HOMO and LUMO (spin up / spin down) is 0.210 / 0.247 Eh. The LUMO energy (spin up / spin down) is -0.042 / -0.006 hartree.

Here are the Löwdin charges for atoms 1 to 5, given in e:
1 Eu 1.844
2 C -0.086
3 C -0.361
4 C -0.055
5 C -0.219


No. 3
The following is a DFT calculation (wB97M-V/def2-TZVPD) of a molecular structure, C16H15Cl2CrN2O6S2.

Geometry as XYZ:
```
44
Properties=species:S:1:pos:R:3:forces:R:3
Cr -1.1105 -0.6431 0.7671 0.82 0.65 -0.93
O -2.4209 -3.4342 1.7272 -0.02 0.03 -0.06
Cl -2.9067 -2.0927 1.3714 -0.66 -0.49 0.23
O -3.6681 -1.5649 2.5099 0.09 -0.07 -0.12
O -0.6562 -0.4072 2.4191 0.01 0.17 0.83
O -3.7977 -2.2045 0.2117 -0.05 -0.02 0.03
N -2.8020 1.4368 2.6869 -0.31 0.17 -0.14
C -3.2439 1.4450 1.4743 0.31 -0.22 0.15
N -2.6464 0.8621 0.4086 -0.13 0.02 0.00
C -3.2857 1.1534 -0.7680 0.09 0.00 -0.02
C -2.8350 0.8078 -2.0438 0.04 -0.04 -0.05
C -3.5701 1.1684 -3.1625 -0.04 0.01 0.00
C -4.7602 1.8824 -3.0504 0.07 -0.03 0.03
C -5.2121 2.2555 -1.7876 -0.08 0.04 -0.03
C -4.4789 1.9018 -0.6730 0.10 -0.04 0.02
S -4.7710 2.2701 1.0034 -0.17 0.13 -0.05
H -1.4610 -0.0406 2.8494 0.07 0.01 0.19
H -3.4830 1.8929 3.2873 0.15 -0.07 0.11
H -1.9094 0.2582 -2.1484 -0.02 0.00 0.02
H -3.2036 0.8827 -4.1419 -0.01 0.00 -0.01
H -5.3264 2.1504 -3.9339 -0.01 0.01 0.00
H -6.1304 2.8222 -1.6819 0.00 0.00 0.02
Cl -0.8525 -2.0263 -1.3420 0.05 -0.15 0.08
C 0.1151 -2.1507 0.2257 -0.21 -0.01 -0.10
H 1.1552 -1.9931 -0.0448 0.10 -0.08 -0.09
H -0.0924 -3.1437 0.6211 0.08 -0.03 -0.05
O 7.0303 -1.4519 2.0600 0.10 0.04 0.08
C 6.9126 -0.9991 0.7827 -0.35 -0.17 -0.32
O 7.8970 -0.9752 0.0851 0.03 0.10 0.12
C 5.5497 -0.6201 0.3297 0.37 -0.04 0.14
C 5.3556 -0.3637 -1.0313 -0.08 0.05 -0.04
C 4.1186 -0.0108 -1.5130 -0.05 0.01 -0.01
C 2.9997 0.1180 -0.6591 0.25 -0.12 0.21
S 1.4866 0.5560 -1.3396 -0.10 0.05 0.02
C 3.2007 -0.1459 0.7101 0.01 -0.05 -0.12
C 4.4496 -0.5051 1.1783 -0.14 0.04 0.03
H 6.1548 -1.5045 2.4590 -0.03 0.01 0.00
H 6.2027 -0.4479 -1.6990 0.01 0.00 0.00
H 3.9896 0.1837 -2.5709 -0.02 0.00 -0.02
H 2.3651 -0.0943 1.3927 0.04 -0.05 0.03
H 4.5318 -0.6800 2.2479 0.01 0.00 0.00
C 0.3338 0.7713 0.0438 -0.18 0.00 -0.08
H -0.1595 1.7195 -0.1946 -0.01 -0.02 -0.07
H 0.9351 0.9613 0.9335 -0.10 0.14 -0.03
```
Positions in Å, forces in eV/Å.

As for the total energy: -3940.7288 Ha. Its charge is -2. As for the multiplicity: 2. The calculation puts the energy relative to the best compared isomer or geometry (same formula, charge and spin) at 0.0 kcal/mol. The highest occupied orbital energy (spin up / spin down) is -1.702 / -1.402 eV. The value obtained for the gap between HOMO and LUMO (spin up / spin down) is 0.219 / 0.208 Eh. The LUMO energy (spin up / spin down) is 0.156 / 0.156 hartree.

Here are the Löwdin charges for atoms 1 to 5, given in e:
1 Cr 0.337
2 O -0.467
3 Cl 0.693
4 O -0.454
5 O -0.334


For the records above, the corresponding largest force on an atom values read 3.5, 3.3, 1.4 eV/Å.